ORCA calculation (ωB97M-V/def2-TZVPD) on C17H13BrN2O2S in the gas phase.

Values from the calculation:
HOMO level (hartree): -0.3289
SMILES string: O/C(=C\Sc1nnc(Cc2ccccc2)o1)c1ccc(Br)cc1
F_max (Eh/bohr): 0.032

Last column: Mulliken charge in e.
Cartesian coordinates (Å):
O  -0.22843  0.67511  3.21685  -0.6020
C  -0.95048  -0.00729  2.30874  0.6050
C  -2.03950  0.50030  1.71260  -0.7459
S  -2.56980  2.17707  2.02230  -0.2627
C  -1.53410  2.96407  0.87313  0.4147
N  -1.58861  4.18863  0.46119  -0.5386
N  -0.57614  4.33691  -0.42089  -0.4115
C  0.04369  3.20920  -0.49960  0.6172
O  -0.51615  2.27271  0.31054  0.1268
C  1.21250  2.84700  -1.33737  -1.0489
C  0.94918  1.51307  -1.99114  0.4531
C  1.32759  0.33428  -1.36287  -0.1569
C  1.04370  -0.88979  -1.94265  -0.6852
C  0.36918  -0.94646  -3.15023  -0.5207
C  -0.01872  0.22576  -3.77732  -0.5505
C  0.26870  1.45004  -3.19983  -0.4077
H  -0.03550  2.36475  -3.68804  0.4090
H  -0.54632  0.18745  -4.71881  0.4018
H  0.14732  -1.90134  -3.60316  0.4047
H  1.35233  -1.79915  -1.44864  0.5775
H  1.84670  0.37178  -0.41566  0.3390
H  2.09912  2.78540  -0.70041  0.3364
H  1.35586  3.64019  -2.07054  0.3379
H  -2.65375  -0.05600  1.03060  0.5502
C  -0.44535  -1.35807  2.02568  0.6898
C  -0.71178  -2.00330  0.81886  -0.5017
C  -0.21860  -3.27075  0.57931  -0.6674
C  0.55236  -3.89552  1.54691  0.0571
C  0.84168  -3.26704  2.74680  -0.4612
C  0.34316  -2.00062  2.97988  -0.4895
H  0.56026  -1.49822  3.90920  0.4438
H  1.44947  -3.76255  3.48801  0.4321
Br  1.23608  -5.63970  1.21220  -0.1963
H  -0.42557  -3.77009  -0.35478  0.4778
H  -1.28308  -1.50766  0.05049  0.2112
H  -0.65697  1.52983  3.38865  0.3617

Forces on the atoms, in the same order (eV/Å):
0.2323 -0.1188 0.0263
-0.5028 0.3236 -0.1112
-0.3379 0.5228 0.2645
0.1117 -0.6498 0.2035
0.1629 0.4433 -0.2949
-1.1117 -0.5766 1.0438
1.2323 0.0822 -1.0011
-0.1559 0.5931 0.0318
0.0413 0.2380 -0.0501
-0.0949 -0.2698 0.1592
0.1604 -0.0268 -0.1240
0.0276 0.0484 -0.0602
0.0362 -0.0707 0.0177
-0.0274 -0.0729 -0.0321
-0.0683 0.0023 -0.0657
0.0563 -0.0011 0.0417
-0.0353 0.0996 -0.0581
-0.0384 -0.0064 -0.0808
-0.0078 -0.0840 -0.0470
0.0271 -0.0734 0.0349
0.0645 0.0219 0.1050
0.0185 0.0433 -0.0837
0.0064 -0.0153 0.0875
0.0410 -0.2165 -0.0965
0.2685 -0.1969 0.1238
0.0007 0.1391 0.2169
0.0420 -0.1843 0.0486
0.0566 -0.1396 -0.0450
0.0388 -0.1805 -0.0707
-0.1101 0.1298 -0.1054
0.0333 0.0328 0.0712
0.0340 -0.0420 0.0406
-0.0802 0.2165 0.0388
-0.0037 -0.0332 -0.0672
-0.0440 0.0816 -0.0896
-0.0740 -0.0599 -0.0724